Here is a molecular structure, C24H25ClN5NiS4 from OMol25. Energies are from wB97M-V/def2-TZVPD.

Each line ends with the Mulliken charge.
Positions of all 60 atoms, in Å:
1 Ni -0.4425 -1.2457 0.9061  -0.37
2 Cl 4.9688 -1.9976 2.2818  -0.32
3 S -4.5407 -2.8900 0.4995  -0.35
4 S 2.8354 -1.6005 -2.2636  -0.35
5 S -2.6956 2.2524 -1.2995  -0.30
6 S -2.4731 -2.5616 2.7040  -0.37
7 N -1.1604 1.0973 0.3713  0.25
8 N -2.1906 -1.8878 0.1412  0.53
9 N 1.1254 -0.9210 2.0761  0.24
10 N 1.0415 1.4104 -0.5740  1.29
11 N 0.8274 -0.9397 -0.8567  1.08
12 C 2.3642 -1.4996 1.8730  -0.71
13 C -2.9460 -2.4010 1.0991  0.05
14 C 1.0725 3.1153 1.1816  -1.62
15 C 1.3710 -1.9677 -1.4383  0.08
16 C 1.8826 2.4537 0.0647  1.58
17 C 2.0785 0.2133 3.9883  -0.42
18 C 1.0321 -0.0943 3.1711  -0.54
19 C 3.1233 1.8357 0.7048  -1.63
20 C -1.0130 2.2361 -1.6284  -1.04
21 C 3.3769 -0.3348 3.7537  -0.73
22 C -0.3574 1.5905 -0.6311  -0.75
23 C -4.1309 -2.3351 -1.1014  0.78
24 C 2.2775 3.5098 -0.9727  -1.65
25 C -3.5159 0.8999 1.0507  -1.10
26 C 0.8027 -3.3456 -1.3656  -1.30
27 C -2.2640 -1.3107 -2.2519  0.36
28 C -4.8851 -2.3284 -2.2658  -0.45
29 C -2.4102 1.3524 0.1594  0.53
30 C -3.0209 -1.3055 -3.4109  -0.99
31 C 2.6394 0.0593 -1.8753  -0.36
32 C 1.5357 0.2229 -1.0962  -0.35
33 C 3.4363 -1.2248 2.6662  0.42
34 C -4.3218 -1.8101 -3.4234  -0.53
35 C -2.8174 -1.8305 -1.0825  -0.99
36 H 2.8827 4.2926 -0.5105  0.45
37 H -2.5976 -0.8983 -4.3211  0.40
38 H -3.0841 0.3505 1.8865  0.15
39 H 1.3867 3.9751 -1.4027  0.34
40 H 1.5839 -4.0890 -1.2081  0.47
41 H 3.8140 1.4219 -0.0280  0.37
42 H 2.8578 3.0631 -1.7821  0.22
43 H 0.2693 -3.5920 -2.2863  0.35
44 H -4.1991 0.2375 0.5164  0.23
45 H -4.0875 1.7486 1.4309  0.46
46 H -4.8986 -1.7955 -4.3394  0.37
47 H 3.6528 2.6096 1.2625  0.52
48 H 2.4642 -2.1875 1.0439  0.38
49 H 1.9048 0.8811 4.8239  0.36
50 H 0.0470 0.3169 3.3596  0.40
51 H 2.8413 1.0460 1.3994  0.39
52 H -1.2593 -0.9098 -2.2220  0.29
53 H 0.7883 2.3737 1.9282  0.19
54 H -0.5892 2.6803 -2.5134  0.51
55 H 3.3242 0.8102 -2.2257  0.46
56 H 0.0980 -3.3769 -0.5331  0.10
57 H 4.2323 -0.1344 4.3786  0.40
58 H -5.8952 -2.7187 -2.2702  0.38
59 H 0.1716 3.5980 0.7977  0.34
60 H 1.6865 3.8801 1.6598  0.54

* HOMO-LUMO gap (spin up / spin down): 0.133 / 0.212 Eh
* total charge: -1
* <S²>: 2.02
* electronic energy: -129653.7640 eV
* maximum force: 0.2 eV/A
* LUMO (spin up / spin down): 2.28 / 2.28 eV
* energy relative to the best compared isomer or geometry (same formula, charge and spin): 0.00 kcal/mol
* HOMO (spin up / spin down): -1.3 / -3.5 eV
* multiplicity: 3